Record 1
Formula: C29H41ClF2N4O2PS2
Source: OMol25
Level of theory: ωB97M-V/def2-TZVPD

Geometry as ORCA input:
```
! RIJCOSX wB97M-V def2-TZVPD def2/J DEFGRID3
* xyz 1 1
C -3.596 -0.475 1.571
C -2.431 0.411 1.017
C -1.124 -0.058 1.664
F -1.214 -1.473 1.606
C 0.267 0.482 1.287
C 1.433 -0.558 1.198
C 1.435 -1.661 2.278
C 0.994 -1.182 3.678
C 1.764 0.058 4.218
S 0.547 1.250 4.946
N 1.860 -1.013 -0.205
S 3.430 -0.132 -0.644
C 2.456 -2.421 -0.219
O 3.527 -2.624 0.274
N 1.839 -3.544 -0.910
C 2.741 -4.034 -1.896
O 2.954 -3.399 -2.900
F 3.338 -5.193 -1.670
C 1.007 -0.627 -1.372
C 0.014 -1.620 -2.038
C -0.802 -2.651 -1.220
C -2.313 -2.514 -1.201
C -2.987 -3.450 -0.433
C -4.349 -3.507 -0.346
C -5.097 -2.573 -1.055
C -4.445 -1.652 -1.821
C -3.066 -1.611 -1.917
C 0.283 0.773 -1.227
C 0.437 1.619 -2.488
C -0.704 2.125 -3.108
C -0.570 2.885 -4.250
C 0.708 3.095 -4.725
N 1.817 2.610 -4.203
C 1.638 1.892 -3.108
C 0.453 1.557 0.157
C 1.775 2.390 0.303
C 1.729 3.809 0.921
C 3.215 4.171 1.255
Cl 3.659 3.654 2.900
P -0.864 2.902 0.090
N -1.384 3.454 1.469
H -3.419 -0.792 2.602
H -3.844 -1.290 0.895
H -4.492 0.159 1.613
H -2.492 0.320 -0.072
H -2.739 1.422 1.288
H -1.287 0.137 2.732
H 0.576 1.072 2.167
H 2.293 0.015 1.544
H 2.435 -2.085 2.446
H 0.823 -2.526 1.983
H 1.263 -2.009 4.350
H -0.087 -1.111 3.784
H 2.452 -0.195 5.025
H 2.301 0.632 3.458
H -0.487 0.449 5.292
H 4.163 -0.126 0.494
H 1.722 -4.276 -0.206
H 1.705 -0.435 -2.199
H -0.685 -1.050 -2.657
H 0.589 -2.184 -2.782
H -0.634 -3.633 -1.684
H -0.348 -2.783 -0.231
H -2.420 -4.189 0.134
H -4.855 -4.248 0.263
H -6.179 -2.594 -0.976
H -5.035 -0.934 -2.385
H -2.579 -0.882 -2.559
H -0.782 0.511 -1.229
H -1.692 1.950 -2.689
H -1.446 3.306 -4.727
H 0.813 3.714 -5.617
H 2.540 1.481 -2.648
H 2.525 1.887 0.928
H 2.274 2.501 -0.666
H 1.426 4.598 0.227
H 1.210 3.875 1.877
H 3.368 5.237 1.078
H 3.842 3.666 0.508
H -1.927 2.333 -0.657
H -0.408 3.913 -0.795
H -0.858 2.998 2.214
*
```

Lowest unoccupied orbital energy, Ha: -0.1642
HOMO energy, hartree: -0.412
Gap between HOMO and LUMO, eV: 6.76
SMILES: CC[C@@H](F)[C@H]1[C@@H](CCCS)[N@@+](S)(C(=O)NC(=O)F)[C@@H](CCc2ccccc2)[C@H](c2cccnc2)[C@@]1(CCCCl)[PH2]=N


Record 2
Formula: C29H41F5GaP2
Source: OMol25
Level of theory: ωB97M-V/def2-TZVPD

Geometry as ORCA input:
```
! RIJCOSX wB97M-V def2-TZVPD def2/J DEFGRID3
* xyz 1 1
Ga -0.019 2.326 -3.800
C -0.834 -2.369 0.721
C 0.480 -2.669 0.273
C 0.627 -1.039 1.892
C -0.739 -1.345 1.708
C 1.389 -1.894 1.042
C -2.070 -3.059 0.304
H -2.019 -3.368 -0.747
H -2.950 -2.417 0.436
H -2.243 -3.971 0.898
C -1.850 -0.710 2.447
H -2.813 -1.138 2.155
H -1.883 0.373 2.256
H -1.732 -0.845 3.533
C 1.154 -0.017 2.819
H 0.951 -0.288 3.866
H 0.677 0.958 2.638
H 2.234 0.109 2.703
C 2.860 -1.979 1.001
H 3.252 -2.475 1.904
H 3.329 -0.985 0.950
H 3.200 -2.560 0.135
C 0.839 -3.645 -0.774
H 1.031 -4.642 -0.352
H 1.743 -3.334 -1.308
H 0.033 -3.747 -1.510
C -1.717 2.517 -4.635
C -2.214 1.094 -4.617
C -1.373 -0.002 -5.320
C 0.004 0.348 -5.950
C 0.906 1.274 -5.131
C 1.014 2.694 -5.432
C 0.050 3.305 -6.457
C -1.438 3.171 -6.003
H -2.037 -0.393 -6.112
H -0.118 0.708 -6.989
H -1.252 -0.851 -4.631
H -2.043 2.684 -6.783
H -2.298 3.181 -3.963
H -3.234 1.028 -5.052
H -1.835 4.202 -5.955
H 0.274 4.377 -6.587
H 1.958 3.231 -5.318
H 0.173 2.877 -7.470
H 0.554 -0.605 -6.035
H 1.747 0.756 -4.640
P -3.172 0.657 -2.856
C -4.969 0.926 -3.099
C -3.142 -1.168 -2.761
P 3.578 0.917 -0.815
C 2.069 0.376 -1.584
C 4.772 -0.169 -1.734
C 3.706 2.469 -1.868
H -5.241 1.827 -2.520
H -5.543 0.069 -2.704
H -5.191 1.092 -4.167
H -3.082 -1.599 -3.766
H -4.044 -1.533 -2.254
H -2.265 -1.487 -2.177
H 3.182 2.269 -2.815
H 4.750 2.734 -2.071
H 3.205 3.319 -1.396
H 2.022 -0.260 -2.478
H 1.098 0.801 -1.291
H 5.607 -0.437 -1.077
H 5.125 0.409 -2.603
H 4.282 -1.086 -2.090
F -0.898 1.527 -0.367
C -0.654 2.821 -0.713
C -0.243 3.142 -2.009
C -0.079 4.494 -2.260
F 0.456 4.882 -3.472
C -0.480 5.504 -1.394
F -0.589 6.756 -1.854
C -0.910 5.150 -0.116
F -1.353 6.108 0.727
C -0.923 3.812 0.239
F -1.258 3.496 1.512
*
```

ΔE to the lowest compared entry with this formula, charge and spin, kcal per mole: 134.4
Lowest unoccupied orbital energy (alpha / beta), Ha: -0.2118 / -0.2118
HOMO energy (alpha / beta), hartree: -0.325 / -0.325
Gap between HOMO and LUMO (alpha / beta), eV: 3.09 / 3.09


Record 3
Formula: C29H41F5N2O6S3SiTeV
Source: OMol25
Level of theory: ωB97M-V/def2-TZVPD

Geometry as ORCA input:
```
! RIJCOSX wB97M-V def2-TZVPD def2/J DEFGRID3
* xyz 1 1
V 0.130 -0.654 -1.061
C -5.497 -1.263 -1.932
C -3.997 -1.263 -1.765
N -3.620 -0.347 -0.675
N -3.631 0.984 -0.990
C -3.292 1.700 0.017
S -2.938 0.830 1.479
S -3.149 3.440 -0.052
C -4.216 3.820 -1.495
C -3.502 3.666 -2.813
C -3.758 2.587 -3.650
C -3.019 2.401 -4.812
C -2.021 3.306 -5.158
C -1.781 4.414 -4.344
C -2.519 4.589 -3.178
C -3.351 -2.628 -1.612
C -4.075 -3.804 -1.658
C -3.434 -5.036 -1.610
C -2.054 -5.106 -1.524
C -1.305 -3.942 -1.474
C -1.958 -2.725 -1.516
O -1.234 -1.576 -1.410
H -5.827 -0.233 -2.062
H -5.777 -1.840 -2.810
H -5.976 -1.676 -1.045
H -5.085 3.168 -1.424
H -4.536 4.849 -1.339
H -4.509 1.860 -3.371
H -3.210 1.542 -5.439
H -1.434 3.157 -6.054
H -1.014 5.129 -4.610
H -2.310 5.437 -2.537
H -5.153 -3.773 -1.723
H -4.020 -5.944 -1.645
H -1.557 -6.065 -1.493
H -0.225 -3.962 -1.398
O -3.249 -1.799 1.093
C -3.297 -0.700 0.612
C 2.189 2.791 0.998
C 3.253 1.870 0.425
C 4.580 2.046 1.147
C 3.416 2.061 -1.072
O 2.863 0.472 0.594
Si 2.233 -0.428 1.752
S 0.318 -1.333 0.926
O 3.069 -1.730 2.129
C 3.956 -2.680 1.486
C 5.375 -2.184 1.714
C 3.712 -4.010 2.177
C 3.637 -2.764 0.001
O 1.750 0.396 3.028
C 1.237 0.150 4.364
C 1.402 1.469 5.100
C -0.231 -0.228 4.245
C 2.041 -0.953 5.031
H 2.473 3.825 0.801
H 2.097 2.657 2.075
H 1.223 2.613 0.527
H 4.953 3.060 1.004
H 5.320 1.346 0.759
H 4.455 1.874 2.218
H 3.724 3.083 -1.290
H 2.476 1.874 -1.588
H 4.168 1.376 -1.464
H 5.581 -2.108 2.781
H 5.507 -1.202 1.258
H 6.094 -2.872 1.269
H 3.900 -3.920 3.246
H 4.377 -4.773 1.771
H 2.681 -4.332 2.028
H 3.766 -1.794 -0.480
H 2.609 -3.101 -0.149
H 4.300 -3.480 -0.484
H 0.850 2.260 4.592
H 2.455 1.749 5.143
H 1.025 1.382 6.118
H -0.775 0.538 3.690
H -0.674 -0.315 5.238
H -0.352 -1.188 3.740
H 3.099 -0.695 5.052
H 1.924 -1.900 4.502
H 1.695 -1.086 6.056
F 0.009 3.527 -1.338
Te -0.710 2.133 -2.409
F -3.443 -0.693 -2.908
F 0.829 2.433 -3.413
F -0.416 0.294 -3.168
F 1.557 -1.121 -1.870
O -0.176 1.068 -0.873
*
```

Lowest unoccupied orbital energy, Ha: -0.1814
HOMO energy, hartree: -0.424
Gap between HOMO and LUMO, eV: 6.61


Record 4
Formula: C29H41F5OP2Sc
Source: OMol25
Level of theory: ωB97M-V/def2-TZVPD

Geometry as ORCA input:
```
! RIJCOSX wB97M-V def2-TZVPD def2/J DEFGRID3
* xyz 1 1
Sc 0.027 -0.458 1.196
C -0.737 -2.649 2.208
C 0.577 -2.869 1.669
C 0.769 -1.433 3.471
C -0.602 -1.775 3.334
C 1.501 -2.085 2.432
C -1.989 -3.341 1.831
H -1.917 -3.786 0.832
H -2.827 -2.634 1.827
H -2.253 -4.153 2.530
C -1.667 -1.431 4.303
H -2.626 -1.866 4.007
H -1.776 -0.338 4.379
H -1.428 -1.800 5.314
C 1.340 -0.691 4.621
H 1.147 -1.209 5.571
H 0.883 0.305 4.701
H 2.427 -0.576 4.517
C 2.980 -2.104 2.315
H 3.452 -2.849 2.978
H 3.396 -1.123 2.578
H 3.286 -2.338 1.292
C 0.952 -3.880 0.658
H 1.321 -4.811 1.126
H 1.758 -3.517 0.008
H 0.102 -4.164 0.030
C -1.317 1.100 -3.679
C -1.620 -0.210 -3.708
C -1.041 -1.208 -4.673
C 0.469 -0.996 -4.950
C 1.265 -0.506 -3.778
C 1.609 0.789 -3.567
C 1.000 1.987 -4.232
C -0.462 1.784 -4.690
H -1.591 -1.135 -5.630
H 0.608 -0.333 -5.817
H -1.182 -2.244 -4.316
H -0.495 1.270 -5.659
H -1.803 1.780 -2.964
H -2.567 -0.536 -3.258
H -0.897 2.779 -4.854
H 1.049 2.862 -3.560
H 2.567 1.012 -3.075
H 1.625 2.242 -5.106
H 0.901 -1.966 -5.248
H 1.739 -1.324 -3.218
P -1.671 -0.192 -0.607
C -3.148 0.773 -0.954
C -1.536 -1.847 -1.372
P 1.731 0.660 -0.329
C -0.085 0.694 -1.159
C 2.751 -0.677 -1.042
C 2.458 2.276 -0.587
H -3.023 1.764 -0.482
H -3.980 0.264 -0.435
H -3.385 0.886 -2.022
H -1.044 -1.825 -2.349
H -2.549 -2.251 -1.487
H -0.970 -2.547 -0.745
H 2.488 2.544 -1.648
H 3.469 2.242 -0.159
H 1.868 3.013 -0.028
H -0.294 1.760 -1.353
H 0.101 0.192 -2.109
H 3.602 -0.823 -0.350
H 3.147 -0.422 -2.030
H 2.206 -1.637 -1.105
F -1.145 6.350 4.215
C -1.009 5.102 3.729
C -0.807 4.883 2.368
F -0.756 5.947 1.533
C -0.655 3.597 1.874
F -0.515 3.452 0.521
C -0.635 2.441 2.691
O -0.406 1.239 2.187
C -0.881 2.712 4.059
F -0.949 1.686 4.965
C -1.057 3.991 4.569
F -1.271 4.182 5.891
*
```

ΔE to the lowest compared entry with this formula, charge and spin, kcal per mole: 0.0
Lowest unoccupied orbital energy, Ha: -0.1014
HOMO energy, hartree: -0.389
Gap between HOMO and LUMO, eV: 7.83


Record 5
Formula: C29H41F5P2ReS
Source: OMol25
Level of theory: ωB97M-V/def2-TZVPD

Geometry as ORCA input:
```
! RIJCOSX wB97M-V def2-TZVPD def2/J DEFGRID3
* xyz 2 4
Re 1.956 0.758 -0.733
C 2.674 -0.215 0.952
C 3.338 -0.716 -0.218
C 3.813 1.526 -0.024
C 2.986 1.171 1.088
C 4.013 0.370 -0.842
C 2.035 -1.015 2.043
H 1.894 -2.063 1.797
H 1.064 -0.620 2.345
H 2.644 -0.980 2.951
C 2.900 1.954 2.376
H 2.974 1.298 3.243
H 1.964 2.494 2.449
H 3.694 2.698 2.429
C 4.606 2.796 -0.103
H 5.154 2.939 0.829
H 3.969 3.671 -0.279
H 5.349 2.723 -0.887
C 4.952 0.318 -2.013
H 5.881 0.828 -1.775
H 4.537 0.800 -2.894
H 5.216 -0.693 -2.298
C 3.455 -2.159 -0.582
H 4.012 -2.263 -1.523
H 2.468 -2.605 -0.702
H 3.948 -2.718 0.220
C -3.782 -1.979 2.568
C -3.384 -2.925 1.695
C -1.926 -3.237 1.460
C -1.301 -2.035 0.747
C -2.223 -0.852 0.509
C -3.459 -0.562 -0.005
C -4.689 -0.305 0.740
C -4.826 -0.962 2.160
H -1.822 -4.136 0.830
H -0.867 -2.357 -0.238
H -1.379 -3.394 2.403
H -5.813 -1.448 2.190
H -3.347 -1.899 3.572
H -4.064 -3.357 0.946
H -4.836 -0.156 2.917
H -4.769 0.786 0.860
H -3.512 -0.042 -0.980
H -5.486 -0.565 0.026
H -0.440 -1.612 1.297
H -1.635 0.065 0.485
P -2.373 -2.212 -1.822
C -4.186 -2.132 -2.435
C -2.080 -3.876 -2.541
P -0.029 0.134 -1.945
C -1.475 -1.074 -2.816
C 1.314 -0.811 -2.810
C -0.663 1.508 -3.051
H -4.231 -1.642 -3.425
H -4.842 -1.580 -1.746
H -4.598 -3.158 -2.493
H -2.915 -4.147 -3.206
H -2.024 -4.620 -1.735
H -1.137 -3.847 -3.096
H -1.671 1.320 -3.443
H 0.008 1.653 -3.892
H -0.714 2.451 -2.485
H -2.247 -0.503 -3.362
H -0.905 -1.669 -3.544
H 2.279 -0.277 -2.866
H 0.874 -0.929 -3.810
H 1.522 -1.802 -2.377
F -0.090 5.132 4.748
C -0.008 4.588 3.520
C -0.621 3.368 3.243
F -1.356 2.783 4.220
C -0.439 2.774 1.995
F -0.924 1.516 1.798
C 0.305 3.400 0.976
S 0.629 2.805 -0.651
C 0.878 4.640 1.295
F 1.627 5.273 0.360
C 0.751 5.233 2.543
F 1.407 6.375 2.819
*
```

ΔE to the lowest compared entry with this formula, charge and spin, kcal per mole: 9.3
Lowest unoccupied orbital energy (alpha / beta), Ha: -0.2418 / -0.2866
HOMO energy (alpha / beta), hartree: -0.491 / -0.510
Gap between HOMO and LUMO (alpha / beta), eV: 6.78 / 6.07


Record 6
Formula: C29H42B2BrF4N12O2Y
Source: OMol25
Level of theory: ωB97M-V/def2-TZVPD

Geometry as ORCA input:
```
! RIJCOSX wB97M-V def2-TZVPD def2/J DEFGRID3
* xyz 1 2
Y -0.932 0.167 -0.377
N 0.419 -1.357 -1.792
C 0.960 -0.982 -3.114
C 0.062 0.053 -3.760
N -0.133 1.221 -2.883
C 1.127 1.984 -2.866
C 1.159 3.092 -1.839
N 0.713 2.524 -0.567
C -1.251 2.037 -3.388
C -1.966 2.858 -2.325
N -2.435 1.991 -1.235
H 1.159 -1.753 -1.216
H -0.259 -2.104 -1.955
H 1.021 -1.852 -3.771
H 1.977 -0.619 -2.969
H -0.911 -0.400 -3.940
H 0.479 0.351 -4.732
H 1.342 2.372 -3.872
H 1.920 1.290 -2.601
H 0.529 3.932 -2.130
H 2.182 3.481 -1.787
H 1.524 2.024 -0.184
H 0.506 3.260 0.101
H -1.981 1.353 -3.822
H -0.916 2.702 -4.195
H -2.799 3.379 -2.808
H -1.324 3.618 -1.891
H -3.144 1.351 -1.579
H -2.885 2.544 -0.515
C -2.161 2.938 1.958
C -0.750 2.498 2.161
C 0.258 3.210 2.822
C 1.365 2.396 2.751
N 1.034 1.282 2.079
N -0.273 1.341 1.698
B 1.886 -0.024 2.074
N 2.728 -0.206 0.810
C 3.383 -1.345 0.517
C 4.156 -1.122 -0.599
C 3.919 0.225 -0.921
C 4.552 1.013 -2.021
N 3.052 0.767 -0.072
N 0.955 -1.264 2.151
C 1.109 -2.322 2.961
C 0.458 -3.397 2.411
C -0.073 -2.919 1.209
C -0.775 -3.787 0.214
N 0.215 -1.617 1.061
N 2.792 0.021 3.296
C 2.449 0.099 4.607
C 3.583 0.373 5.326
C 4.605 0.468 4.353
C 6.056 0.743 4.559
N 4.121 0.266 3.143
H -2.230 3.675 1.152
H -2.820 2.097 1.746
H -2.526 3.428 2.859
H 0.172 4.163 3.314
H 2.354 2.515 3.161
H 3.281 -2.219 1.140
H 4.829 -1.809 -1.082
H 5.626 0.827 -2.043
H 4.163 0.736 -3.005
H 4.403 2.082 -1.879
H 1.693 -2.247 3.862
H 0.389 -4.396 2.802
H -1.629 -4.275 0.686
H -1.146 -3.262 -0.656
H -0.094 -4.570 -0.123
H 1.431 -0.051 4.932
H 3.673 0.485 6.393
H 6.206 1.648 5.149
H 6.540 -0.079 5.088
H 6.548 0.868 3.597
F -2.490 -0.405 2.045
B -3.341 -0.872 1.065
F -4.397 -1.632 1.460
F -3.733 0.248 0.287
F -2.475 -1.640 0.173
Br -8.160 -3.327 -0.131
C -6.576 -2.880 -0.919
C -6.421 -1.578 -1.464
C -5.223 -1.235 -2.011
C -4.159 -2.163 -2.023
C -4.346 -3.480 -1.543
C -5.531 -3.838 -0.979
C -2.760 -1.742 -2.437
O -2.055 -2.583 -2.985
O -2.486 -0.530 -2.180
H -7.246 -0.882 -1.410
H -5.049 -0.245 -2.406
H -3.510 -4.162 -1.608
H -5.693 -4.823 -0.564
*
```

ΔE to the lowest compared entry with this formula, charge and spin, kcal per mole: 25.5
Lowest unoccupied orbital energy (alpha / beta), Ha: -0.1273 / -0.2632
HOMO energy (alpha / beta), hartree: -0.390 / -0.390
Gap between HOMO and LUMO (alpha / beta), eV: 7.14 / 3.44